(1)
C48H70N8O5SSiSm | wB97M-V/def2-TZVPD

Geometry as XYZ:
```
134
Properties=species:S:1:pos:R:3
Sm 0.460 0.556 -0.051
C -1.484 -3.895 3.699
N -0.846 -2.602 3.541
C -1.319 -1.621 4.505
C 0.528 -2.603 3.214
N 0.839 -1.918 2.170
C 2.154 -1.631 1.793
C 2.979 -0.893 2.626
C 4.317 -0.654 2.300
C 4.871 -1.235 1.194
C 4.081 -2.025 0.331
C 4.672 -2.712 -0.754
C 3.911 -3.487 -1.586
C 2.528 -3.533 -1.419
C 1.893 -2.873 -0.379
N 0.506 -2.800 -0.385
C -0.192 -3.858 -0.680
N 0.149 -5.149 -0.348
C 0.969 -5.419 0.804
C 0.132 -6.201 -1.344
N -1.434 -3.716 -1.233
C -1.652 -2.801 -2.329
C -2.480 -4.691 -1.044
C 2.682 -2.156 0.572
N 1.356 -3.410 3.943
C 1.133 -3.773 5.327
C 2.652 -3.874 3.500
H -2.539 -3.774 3.444
H -1.428 -4.300 4.717
H -1.041 -4.609 3.007
H -1.333 -2.015 5.529
H -2.340 -1.332 4.247
H -0.685 -0.740 4.477
H 2.590 -0.515 3.561
H 4.920 -0.049 2.961
H 5.920 -1.111 0.962
H 5.738 -2.630 -0.896
H 4.367 -4.037 -2.395
H 1.921 -4.051 -2.145
H 0.834 -4.611 1.518
H 2.033 -5.512 0.559
H 0.630 -6.354 1.257
H -0.292 -5.833 -2.277
H -0.448 -7.061 -0.996
H 1.158 -6.531 -1.543
H -0.812 -2.114 -2.400
H -1.754 -3.350 -3.271
H -2.566 -2.231 -2.173
H -2.288 -5.274 -0.148
H -2.585 -5.368 -1.898
H -3.420 -4.152 -0.912
H 0.273 -3.272 5.752
H 2.015 -3.483 5.906
H 1.008 -4.855 5.422
H 2.752 -3.809 2.423
H 2.755 -4.921 3.796
H 3.460 -3.301 3.966
O -1.886 1.867 -0.186
H -2.643 1.767 -0.796
H -2.177 2.441 0.543
O -1.695 -1.153 0.440
H -1.500 -1.317 1.377
H -1.279 -1.899 -0.018
O 2.462 -0.348 -1.695
H 2.760 0.291 -2.373
H 3.198 -0.962 -1.578
O 2.702 1.933 1.017
H 2.374 2.483 1.744
H 3.324 2.482 0.522
O -0.654 -0.027 -2.582
H -1.598 0.208 -2.667
H -0.219 0.416 -3.323
C -0.093 0.940 2.431
C -0.571 2.258 2.835
C -1.933 2.597 2.763
C -2.386 3.854 3.110
C -1.504 4.810 3.587
C -0.165 4.482 3.724
C 0.293 3.239 3.346
H 0.767 0.669 3.053
H -0.894 0.215 2.614
H -2.640 1.828 2.472
H -3.435 4.099 3.019
H -1.856 5.794 3.854
H 0.528 5.202 4.135
H 1.340 2.988 3.477
C 5.450 2.034 -3.504
C 4.369 1.429 -4.121
C 3.082 1.687 -3.675
C 2.831 2.561 -2.612
C 3.936 3.169 -2.024
C 5.225 2.916 -2.461
Si 1.031 2.776 -1.890
C 0.080 3.268 -3.515
C 0.750 3.706 -4.656
C 0.064 4.115 -5.786
C -1.320 4.113 -5.803
C -2.005 3.702 -4.671
C -1.312 3.288 -3.548
C 1.179 4.523 -1.078
C 0.735 4.724 0.224
C 0.853 5.955 0.843
C 1.434 7.015 0.167
C 1.876 6.838 -1.134
C 1.743 5.605 -1.748
H 6.456 1.838 -3.844
H 4.526 0.761 -4.956
H 2.247 1.232 -4.197
H 3.774 3.871 -1.216
H 6.058 3.417 -1.994
H 1.831 3.736 -4.666
H 0.614 4.446 -6.655
H -1.861 4.447 -6.677
H -3.085 3.710 -4.667
H -1.863 2.982 -2.669
H 0.300 3.886 0.763
H 0.504 6.080 1.858
H 1.554 7.971 0.657
H 2.333 7.664 -1.662
H 2.101 5.471 -2.759
C -5.473 -1.947 -0.258
N -4.707 -0.884 -0.870
C -4.974 -0.180 -1.979
S -3.788 0.876 -2.528
N -6.092 -0.268 -2.716
C -7.382 -0.864 -2.430
H -4.953 -2.257 0.644
H -5.563 -2.813 -0.922
H -6.474 -1.618 0.020
H -3.778 -0.721 -0.497
H -6.090 0.404 -3.473
H -7.903 -0.342 -1.622
H -7.285 -1.917 -2.173
H -7.988 -0.790 -3.330
```

Values from the calculation:
M = 1049.7 g/mol
Total charge = +1
Gap between HOMO and LUMO (spin up / spin down) = 6.6 / 7.3 eV
Spin multiplicity = 6
E_tot = -4030.81816 a.u.
LUMO energy (spin up / spin down) = -2.5 / -1.8 eV



(2)
C48H72F14N3O17 | wB97M-V/def2-TZVPD

Geometry as XYZ:
```
154
Properties=species:S:1:pos:R:3
C -4.497 -4.419 6.245
C -4.200 -5.882 5.939
O -3.118 -6.313 6.155
O -5.240 -6.594 5.472
C -4.852 -7.482 4.415
C -4.900 -6.816 3.049
C -4.581 -7.752 1.889
C -3.095 -8.210 1.880
C -2.250 -7.385 0.877
C -0.809 -7.325 1.428
C 0.142 -6.346 0.724
N -0.514 -5.078 0.254
C -0.233 -4.911 -1.210
O -1.080 -5.811 -1.902
O -1.469 -5.213 -3.098
C -0.041 -3.817 0.956
F 1.030 -3.289 0.331
C -1.188 -2.788 0.795
C -0.740 -1.323 0.882
C -0.256 -0.725 -0.458
F -0.548 -1.501 -1.525
F 1.062 -0.589 -0.371
C -0.933 0.642 -0.685
F -2.254 0.502 -0.710
F -0.672 1.387 0.395
C -0.531 1.377 -2.017
F -1.504 1.113 -2.898
F 0.562 0.869 -2.558
C -0.470 2.911 -1.881
F -1.641 3.269 -1.331
F 0.478 3.337 -1.065
C -0.350 3.716 -3.208
F -0.271 4.992 -2.834
F -1.420 3.624 -3.977
C 0.921 3.430 -4.071
F 1.219 4.548 -4.705
F 0.710 2.506 -4.980
F 1.977 3.105 -3.362
C 0.298 -4.113 2.435
C -0.951 -4.617 3.271
O 0.724 -2.921 3.077
N 1.437 -4.986 2.480
C 1.463 -6.119 1.533
C 1.852 -7.361 2.370
C 2.713 -5.914 0.571
N 3.823 -5.345 1.349
H -3.568 -3.857 6.234
H -5.191 -4.033 5.495
H -4.940 -4.329 7.238
H -3.901 -7.979 4.609
H -5.606 -8.272 4.409
H -5.914 -6.429 2.905
H -4.256 -5.921 3.051
H -4.788 -7.197 0.968
H -5.243 -8.620 1.883
H -3.019 -9.276 1.661
H -2.735 -8.045 2.899
H -2.285 -7.891 -0.089
H -2.753 -6.408 0.825
H -0.862 -7.207 2.508
H -0.400 -8.321 1.260
H 0.479 -6.867 -0.175
H -1.536 -5.052 0.328
H -0.459 -3.909 -1.569
H 0.803 -5.133 -1.453
H -2.202 -4.603 -2.903
H -1.740 -2.948 -0.135
H -1.932 -2.943 1.582
H -1.611 -0.752 1.207
H 0.038 -1.117 1.613
H -1.740 -4.922 2.578
H -1.298 -3.859 3.971
H -0.600 -5.458 3.865
H -0.048 -2.358 3.220
H 1.497 -5.343 3.426
H 1.741 -8.247 1.739
H 1.223 -7.462 3.254
H 2.897 -7.299 2.664
H 3.051 -6.886 0.199
H 2.487 -5.240 -0.257
H 4.271 -4.609 0.817
H 4.533 -6.052 1.502
O -5.446 4.036 1.803
C -5.009 4.854 1.048
O -5.347 6.165 1.092
C -4.743 6.866 -0.010
C -3.560 6.007 -0.426
C -4.057 4.602 -0.104
H -5.485 6.966 -0.805
H -4.442 7.858 0.317
H -3.271 6.148 -1.467
H -2.694 6.242 0.196
H -4.614 4.165 -0.934
H -3.249 3.945 0.200
O 2.862 8.327 2.209
C 2.680 7.421 1.451
O 2.088 6.251 1.820
C 2.115 5.327 0.720
C 2.266 6.187 -0.522
C 3.088 7.356 -0.005
H 2.960 4.647 0.857
H 1.195 4.748 0.713
H 2.726 5.661 -1.357
H 1.285 6.544 -0.847
H 4.157 7.155 -0.065
H 2.846 8.283 -0.518
O -8.123 -7.341 4.892
C -8.852 -6.614 5.502
O -10.098 -6.969 5.892
C -10.761 -5.849 6.505
C -9.642 -4.929 6.966
C -8.568 -5.183 5.913
H -11.407 -5.379 5.760
H -11.375 -6.201 7.330
H -9.948 -3.887 7.046
H -9.279 -5.249 7.944
H -8.687 -4.536 5.042
H -7.565 -5.090 6.320
O 5.348 5.687 -1.642
C 5.799 6.508 -2.392
O 5.487 7.824 -2.316
C 6.095 8.535 -3.409
C 7.255 7.662 -3.853
C 6.734 6.260 -3.556
H 5.348 8.669 -4.195
H 6.421 9.515 -3.065
H 7.536 7.818 -4.894
H 8.128 7.863 -3.235
H 6.160 5.850 -4.389
H 7.532 5.579 -3.274
O 3.601 -0.324 -9.790
C 2.883 0.500 -9.307
O 3.336 1.537 -8.555
C 2.227 2.283 -8.030
C 1.061 1.971 -8.955
C 1.369 0.542 -9.386
H 2.044 1.955 -7.006
H 2.476 3.343 -8.022
H 0.090 2.091 -8.477
H 1.091 2.631 -9.824
H 0.961 -0.192 -8.689
H 1.028 0.335 -10.396
O 9.307 8.373 -1.526
C 9.551 9.546 -1.469
O 10.453 10.153 -2.275
C 10.602 11.533 -1.892
C 9.323 11.878 -1.147
C 8.963 10.547 -0.497
H 11.488 11.623 -1.261
H 10.742 12.141 -2.782
H 9.444 12.698 -0.441
H 8.545 12.162 -1.859
H 9.446 10.420 0.473
H 7.888 10.412 -0.404
```

Values from the calculation:
M = 1229.1 g/mol
Total charge = +1
Gap between HOMO and LUMO = 8.3 eV
E_tot = -4713.40278 a.u.
Energy relative to the best compared isomer or geometry (same formula, charge and spin) = 1.491 eV
LUMO energy = -2.7 eV